This record from the Open Molecules 2025 dataset describes a 7-piece molecular cluster, C7H28N4O7 overall at a distorted geometry. The level of theory is the ωB97M-V functional and the def2-TZVPD basis.

ORCA input file:
```
! RIJCOSX wB97M-V def2-TZVPD def2/J DEFGRID3
* xyz 0 1
O 3.01 0.51 2.00
O -2.60 -0.16 -4.01
O -0.67 2.64 -0.60
O -0.27 -3.73 -4.50
O 2.66 -3.73 2.10
O 0.29 -0.36 -0.79
O 0.64 1.16 3.69
N 2.75 1.20 -0.20
N 1.28 1.79 1.27
N 0.08 -2.57 -2.51
N -0.11 -1.32 -4.28
C -0.23 -2.54 -3.79
C 1.49 -2.99 2.33
C -0.43 2.02 4.15
C 2.33 1.15 1.02
C -0.39 -0.86 0.35
C -1.73 3.17 0.20
C -2.64 0.08 -2.63
H -0.07 -0.47 -3.74
H -0.84 2.58 3.31
H -0.06 2.56 5.02
H -0.14 -0.36 1.28
H 3.52 0.54 -0.44
H 0.81 0.48 4.29
H -2.00 2.50 1.01
H -1.91 -0.82 -4.18
H -2.74 -0.85 -2.03
H -1.38 4.13 0.63
H -1.42 -0.41 0.30
H 0.73 2.39 0.68
H 0.69 -3.38 1.64
H -1.73 0.67 -2.31
H 0.19 -3.51 -2.10
H -0.61 -1.93 0.48
H 2.27 1.64 -0.99
H 0.90 1.65 2.27
H 1.12 -3.03 3.37
H 1.67 -1.91 2.03
H -0.02 -1.12 -5.31
H 0.07 -1.78 -1.81
H -2.61 3.34 -0.37
H -3.60 0.71 -2.42
H 0.78 0.39 -0.44
H -1.18 1.31 4.49
H 3.04 -3.70 2.98
H -0.92 2.92 -1.46
*
```

Highest occupied orbital energy (eV): -9.111
Kohn-Sham gap (eV): 9.13
E_LUMO (Eh): 0.0006
DFT total energy (eV): -28002.2535
SMILES: NC(N)=O.NC(N)=O.CO.CO.CO.CO.CO